# C31H47NO4P2Pm

A structure of composition C31H47NO4P2Pm (ωB97M-V/def2-TZVPD, OMol25).

Calculated values
Energy above the lowest of the compared OMol25 structures with the same formula, charge and spin, kcal per mole: 55.3
LUMO energy (alpha / beta), eV: -3.46 / -3.44
Frontier orbital gap (alpha / beta), Eh: 0.250 / 0.251
Largest force on an atom, eV/Å: 3.8
HOMO (alpha / beta), hartree: -0.377 / -0.378
<S²>: 6.011

```
! RIJCOSX wB97M-V def2-TZVPD def2/J DEFGRID3
* xyz 1 5
Pm 0.062 -0.891 0.348
P -2.264 1.574 -0.933
P 1.865 1.565 -0.634
O -0.018 1.045 1.576
O -0.809 4.931 7.004
O -1.897 3.312 8.048
O -1.626 -0.454 1.896
N -1.352 3.792 7.020
C 0.950 -0.782 -3.384
C -1.635 0.197 -4.543
C 3.327 -1.775 1.610
C 1.169 -2.211 2.955
C 1.983 -2.392 1.800
C 1.538 -1.406 4.159
C -1.339 3.003 5.817
C 3.523 1.206 -1.472
C -0.569 2.684 3.555
C 1.245 -3.153 0.840
C -0.664 3.500 4.674
C 0.509 2.744 -1.384
C 0.689 -1.800 -4.473
C -1.900 -0.222 -1.308
C 1.111 0.534 -3.618
C -3.649 1.624 -2.142
C -1.220 -2.876 3.668
C 1.634 -3.376 -0.591
C -1.226 -4.050 0.749
C -0.797 -2.144 -4.816
C -0.843 2.290 -1.991
C -1.870 1.688 5.824
C 2.575 2.876 0.434
C -1.251 1.436 3.505
C -0.643 0.805 -5.465
C -1.829 0.906 4.669
C -0.066 -3.379 1.401
C -1.016 0.617 2.293
C 0.590 1.387 -4.732
C -0.074 -2.843 2.724
C -1.806 -1.131 -4.363
H 2.433 -4.124 -0.707
H 2.789 3.780 -0.171
H 2.410 -1.805 4.725
H -1.037 -3.140 -4.404
H -0.193 4.489 4.666
H -2.266 -0.089 4.694
H 1.385 1.593 -5.470
H -2.052 -2.244 3.334
H -4.527 1.163 -1.675
H 0.705 -1.365 4.877
H -0.897 -4.666 -0.103
H 3.514 2.515 0.880
H -2.779 -1.544 -4.070
H 0.049 2.998 2.707
H 1.787 1.103 -2.972
H -0.635 1.434 -2.648
H 3.881 -2.235 0.781
H 0.328 2.367 -4.291
H 0.322 3.432 -0.536
H 1.854 3.130 1.231
H -1.616 -3.891 3.838
H -3.404 1.023 -3.020
H -0.867 -0.606 -1.629
H 1.789 -0.361 3.895
H -2.283 -0.266 -2.330
H -2.298 1.316 6.752
H -2.523 -0.961 -0.768
H 4.249 0.962 -0.670
H 3.886 2.070 -2.048
H -1.750 -4.699 1.479
H -3.885 2.645 -2.449
H 0.795 -3.725 -1.209
H -2.391 0.930 -4.254
H 1.246 -1.216 -2.409
H 1.041 3.313 -2.167
H 3.941 -1.873 2.521
H 3.222 -0.696 1.391
H 1.187 -1.496 -5.410
H 1.188 -2.741 -4.176
H -1.293 3.128 -2.580
H -0.857 -2.256 -5.919
H 2.046 -2.477 -1.094
H -1.994 -3.347 0.373
H 3.470 0.334 -2.144
H -1.145 1.658 -5.960
H -0.931 -2.488 4.651
H -0.305 0.095 -6.234
*
```

Atomic partial charges in e from the Mulliken method, atoms 1 to 2: atom 1 (Pm): 0.298, atom 2 (P): 0.149